1.
# C2H5NO

One molecule with the formula C2H5NO (the ωB97M-V functional and the def2-TZVPD basis, the Open Molecules 2025 dataset).

Computed properties:
**HOMO-LUMO gap**: 9.65 eV
**Net charge**: 0
**HOMO energy**: -8.88 eV
**2S+1**: 1
**SMILES string**: C=[N+](C)[O-]
**Molecular weight**: 59.068 g mol⁻¹
**E_LUMO**: 0.028 Ha

Each line ends with the Mulliken charge.
Positions of all 9 atoms, in Å:
1 C 0.0357 -0.4422 1.3360  -0.407
2 C 0.2048 0.3534 -0.8083  -0.979
3 N 0.5887 0.4602 0.5798  0.504
4 O 1.3395 1.3615 0.9931  -0.645
5 H 0.3167 -0.6877 2.3514  0.296
6 H -0.4045 -1.2101 0.7292  0.192
7 H 0.8482 1.0859 -1.3050  0.346
8 H 0.4454 -0.5431 -1.1893  0.440
9 H -0.9212 0.6821 -1.1132  0.255

---

2.
# C2H5NO2

One molecule with the formula C2H5NO2 (the ωB97M-V functional and the def2-TZVPD basis, the Open Molecules 2025 dataset).

Computed properties:
**HOMO-LUMO gap (spin up / spin down)**: 8.05 / 8.06 eV
**Net charge**: 0
**HOMO energy (spin up / spin down)**: -7.64 / -7.64 eV
**2S+1**: 1
**Molecular weight**: 75.067 g mol⁻¹
**E_LUMO (spin up / spin down)**: 0.015 / 0.015 Ha

Each line ends with the Mulliken charge.
Positions of all 10 atoms, in Å:
1 C 0.6137 0.0913 1.1290  -0.663
2 N 0.1376 -1.3166 -1.3973  -0.559
3 C -1.0213 0.5711 -0.6576  0.154
4 O -0.9207 -0.4883 -1.3747  -0.036
5 O -0.0951 1.0688 0.1339  -0.354
6 H 0.9917 -0.7681 -1.2359  0.156
7 H -1.9936 1.0463 -0.6830  0.399
8 H 0.6660 0.7459 1.9979  0.232
9 H 0.0124 -0.7948 1.3269  0.346
10 H 1.6093 -0.1557 0.7609  0.325

---

3.
# C2H5NO2

One molecule with the formula C2H5NO2 (the ωB97M-V functional and the def2-TZVPD basis, the Open Molecules 2025 dataset).

Computed properties:
**HOMO-LUMO gap**: 10.71 eV
**Net charge**: 0
**HOMO energy**: -10.04 eV
**2S+1**: 1
**SMILES string**: CNOC=O
**Molecular weight**: 75.067 g mol⁻¹
**E_LUMO**: 0.025 Ha

Each line ends with the Mulliken charge.
Positions of all 10 atoms, in Å:
1 C -1.1929 -0.1816 0.3310  -0.765
2 N -0.3855 0.0415 -1.0531  -0.364
3 C 1.4683 0.3210 0.1754  0.164
4 O 0.6301 0.9579 -0.8137  -0.231
5 O 1.9767 -0.7495 0.0638  -0.427
6 H 0.0892 -0.8589 -1.2122  0.306
7 H 1.8031 1.1925 0.7491  0.373
8 H -1.9598 -0.8686 -0.0176  0.352
9 H -0.7660 -0.6299 1.2328  0.311
10 H -1.6632 0.7756 0.5444  0.283

---

4.
# C2H5NO2

One molecule with the formula C2H5NO2 (the ωB97M-V functional and the def2-TZVPD basis, the Open Molecules 2025 dataset).

Computed properties:
**HOMO-LUMO gap**: 10.33 eV
**Net charge**: 0
**HOMO energy**: -9.67 eV
**2S+1**: 1
**SMILES string**: CN(O)C=O
**Molecular weight**: 75.067 g mol⁻¹
**E_LUMO**: 0.024 Ha

Each line ends with the Mulliken charge.
Positions of all 10 atoms, in Å:
1 C -0.9508 -0.7132 -1.2615  -0.839
2 C 0.8759 0.6642 -0.2638  0.282
3 H -1.9272 -0.6164 -0.9783  0.329
4 H -0.8598 -1.7693 -1.3751  0.313
5 H -0.9680 -0.1242 -2.2879  0.303
6 H -0.1647 -0.3227 1.6877  0.292
7 H 0.9632 0.7256 -1.4377  0.241
8 N 0.0415 -0.3592 -0.1457  0.054
9 O -0.5701 -0.8967 1.1649  -0.372
10 O 0.9595 1.5112 0.6555  -0.604

---

Question: Number 1 is which compound?
Answer: C2H5NO

---

Question: What is the net charge in the third record?
Answer: 0

---

Question: What is the net charge in the first record?
Answer: 0